# C3H10N2O2

A 2-piece molecular cluster, C3H10N2O2 overall (the ωB97M-V functional and the def2-TZVPD basis, OMol25).

HOMO energy (spin up / spin down) (eV): -14.801 / -14.734
LUMO (spin up / spin down) (eV): -3.83 / -9.23
Net charge: +1
Spin multiplicity: 2
Orbital gap (spin up / spin down) (eV): 10.97 / 5.51

```
17
Properties=species:S:1:pos:R:3:lowdin_charge:R:1
O -3.201 0.942 -1.039 0.135
C -2.300 1.048 -0.270 -0.226
C -1.295 -0.100 -0.179 -0.084
N 0.158 0.297 -0.222 0.062
C 1.046 -0.774 -0.563 -0.246
N 0.946 -1.997 0.146 0.164
H -2.142 1.832 0.488 0.140
H -1.328 -0.627 0.780 0.134
H -1.447 -0.689 -1.103 0.154
H 0.250 0.983 -0.976 0.163
H 2.082 -0.373 -0.367 0.190
H 0.956 -0.960 -1.628 0.169
H 0.604 -2.746 -0.433 0.122
H 0.663 -2.013 1.117 0.124
H 1.166 2.004 0.885 0.003
H 1.915 1.162 1.888 0.014
O 1.926 2.010 1.476 -0.020
```

# H11O5S

A 6-piece molecular cluster, H11O5S overall (the ωB97M-V functional and the def2-TZVPD basis, OMol25).

HOMO energy (eV): -4.223
LUMO (eV): 3.34
Net charge: -1
Orbital gap (eV): 7.57

```
17
Properties=species:S:1:pos:R:3:lowdin_charge:R:1
S -1.128 -1.021 0.137 0.011
H -0.583 -0.065 -0.656 -0.394
H 0.674 -2.162 -0.440 -0.135
H 1.610 -3.281 -0.158 0.021
O 1.568 -2.480 -0.695 -0.150
H 2.280 -0.431 -1.221 0.023
H 1.127 0.418 -1.703 -0.008
O 2.079 0.432 -1.626 -0.075
H -1.364 2.768 -2.740 0.043
H -0.051 2.649 -3.201 0.045
O -0.734 3.366 -3.195 -0.091
H 1.480 0.818 0.370 -0.038
H 0.295 0.621 1.278 -0.081
O 1.128 1.121 1.208 -0.128
H -1.246 -0.561 3.598 0.004
H -2.664 -0.125 3.582 0.027
O -1.996 -0.478 4.178 -0.075
```

# H9PSi4

The molecule H9PSi4 (the ωB97M-V functional and the def2-TZVPD basis, OMol25).

HOMO energy (eV): -7.521
LUMO (eV): -1.30
Orbital gap (eV): 6.22

```
14
Properties=species:S:1:pos:R:3:lowdin_charge:R:1
Si -1.402 -0.506 2.979 0.378
P -0.800 0.563 0.773 0.164
Si 0.585 1.738 -1.195 0.367
Si 0.868 -0.283 -2.244 0.252
Si -0.415 -1.375 -0.427 0.161
H -2.207 0.550 3.664 -0.220
H -0.222 -0.523 4.027 -0.186
H 0.341 0.795 1.700 -0.135
H 1.598 2.518 -0.717 -0.170
H -0.295 2.434 -2.069 -0.143
H 0.462 -0.499 -3.687 -0.124
H 2.230 -0.796 -2.593 -0.125
H -1.513 -2.412 -0.282 -0.106
H 0.769 -2.205 0.069 -0.111
```

# C2H8S3

A 2-piece molecular cluster, C2H8S3 overall (the ωB97M-V functional and the def2-TZVPD basis, OMol25).

HOMO energy (spin up / spin down) (eV): -11.448 / -11.445
LUMO (spin up / spin down) (eV): -4.94 / -8.54
Net charge: +1
Spin multiplicity: 2
Orbital gap (spin up / spin down) (eV): 6.51 / 2.90

```
13
Properties=species:S:1:pos:R:3:lowdin_charge:R:1
C -4.537 -2.179 -0.310 -0.489
S -2.862 -1.490 -0.434 0.580
H -5.158 -1.858 -1.143 0.025
H -4.620 -3.270 -0.356 0.036
H -4.965 -1.929 0.652 0.026
H -2.284 -2.108 -1.476 -0.175
C 1.637 1.735 1.905 -0.373
S 1.777 1.809 0.124 0.674
S 2.700 0.089 -0.424 0.577
H 2.478 1.241 2.386 0.067
H 0.763 1.129 2.173 0.075
H 1.415 2.762 2.191 0.062
H 1.969 -0.447 -1.452 -0.085
```

In order of appearance, E_tot = -10337.65028, -21253.35647, -40939.95662, -34700.29376 eV.
In order of appearance, ΔE to the lowest compared entry with this formula, charge and spin = 312.7, 107.7, 291.4, 29.4 kJ/mol.